#i
2 unconnected molecules or ions with the total composition C4H16N3O. Source: OMol25; level of theory: the ωB97M-V functional and the def2-TZVPD basis.

ORCA input file:
```
! RIJCOSX wB97M-V def2-TZVPD def2/J DEFGRID3
* xyz 1 1
N -1.62380 -0.57234 -0.69998
C -0.28753 -0.78093 -0.04640
C 0.43783 0.63367 0.11535
C -0.37521 1.90894 0.47922
N -1.60298 1.45523 1.25041
C 0.59564 -1.86341 -0.62735
N -0.32421 -3.02619 -0.92273
H -1.85223 -1.49043 -1.17605
H -2.35051 -0.46971 0.10607
H -1.80661 0.20850 -1.37409
H -0.52715 -1.05021 1.08406
H 1.01549 0.93598 -0.75132
H 1.15651 0.36547 0.99334
H -0.71053 2.32419 -0.54831
H 0.26167 2.63195 1.08833
H -2.10437 2.32526 1.54313
H -1.37165 0.96147 2.10127
H 1.08039 -1.44208 -1.61307
H 1.48293 -2.04399 -0.01950
H -0.45282 -3.74627 -0.20828
H -0.08418 -3.40157 -1.85397
H 2.51280 2.03947 -0.07753
H 3.85127 1.74617 0.54388
O 3.07926 2.35083 0.61350
*
```

Results
LUMO	-3.11	eV
HOMO energy	-0.5046	hartree
HOMO-LUMO gap	10.62	eV



#ii
2 unconnected molecules or ions with the total composition C4H16N3O. Source: OMol25; level of theory: the ωB97M-V functional and the def2-TZVPD basis.

ORCA input file:
```
! RIJCOSX wB97M-V def2-TZVPD def2/J DEFGRID3
* xyz 1 1
C -0.79709 0.28498 2.07191
O -1.77025 0.37618 3.08728
C 0.03274 1.54813 2.19077
N 1.15587 1.58033 1.19257
H -0.17619 -0.61150 2.20185
H -1.26607 0.23310 1.08015
H -2.46888 -0.26446 2.92278
H -0.60995 2.40459 1.99381
H 0.42374 1.63015 3.20288
H 1.87166 0.94513 1.52393
H 1.54909 2.51226 1.22021
N 0.34116 0.74565 -1.25193
C 0.47119 -0.74730 -1.38347
C 0.18545 -1.19653 -2.81293
N 0.25709 -2.64355 -2.84889
H 0.84801 1.17170 -2.01202
H -0.64544 0.97107 -1.35990
H 0.59344 1.10974 -0.17765
H 1.48509 -1.02339 -1.10289
H -0.26883 -1.20167 -0.73140
H -0.79416 -0.83378 -3.13044
H 0.87226 -0.66187 -3.49375
H -0.14869 -3.01262 -3.70403
H 1.22781 -2.92122 -2.86925
*
```

Results
LUMO	-2.95	eV
HOMO energy	-0.4874	hartree
HOMO-LUMO gap	10.31	eV



Least stable = #i



#i
A gas-phase ion, C2H5N2S3 (charge +1). Source: OMol25; level of theory: the ωB97M-V functional and the def2-TZVPD basis.

ORCA input file:
```
! RIJCOSX wB97M-V def2-TZVPD def2/J DEFGRID3
* xyz 1 1
C 0.53616 -1.34912 0.12511
C 0.81643 0.86318 -0.28877
N 1.69346 -1.82955 0.04284
N -0.28771 1.40030 0.21804
S -0.84068 -2.34652 0.30534
S 2.29793 0.96940 0.68174
S 3.01979 -0.64304 -0.34370
H 0.79276 0.61717 -1.27958
H 2.19270 -2.64343 0.32289
H -0.26154 2.19721 0.82116
H -1.74194 -1.52298 -0.19770
H -1.15537 1.33528 -0.26800
*
```

Results
LUMO	-4.34	eV
HOMO energy	-0.4904	hartree
HOMO-LUMO gap	9.00	eV



#ii
A molecular structure, C2H5N2S3. Source: OMol25; level of theory: the ωB97M-V functional and the def2-TZVPD basis.

ORCA input file:
```
! RIJCOSX wB97M-V def2-TZVPD def2/J DEFGRID3
* xyz 1 1
C 1.07481 0.14574 -0.05853
C 0.02301 0.99283 -0.17862
N -0.67545 -1.96410 0.24758
N -1.23384 0.68538 0.14176
S 2.70956 0.21287 -0.62515
S 0.91111 -1.50773 0.67071
S -1.49165 -1.29726 -0.97228
H 0.16052 1.88436 -0.69395
H -1.16532 -2.34527 1.04263
H 3.09182 1.42704 -0.67132
H -1.51385 0.41677 1.07583
H -1.89070 1.34935 0.02133
*
```

Results
LUMO	-6.00	eV
HOMO energy	-0.4725	hartree
HOMO-LUMO gap	6.86	eV



Least stable = #ii



#i
8 unconnected molecules or ions with the total composition C42H47ClN2O12. Source: OMol25; level of theory: the ωB97M-V functional and the def2-TZVPD basis.

ORCA input file:
```
! RIJCOSX wB97M-V def2-TZVPD def2/J DEFGRID3
* xyz 0 1
C 17.33100 8.99500 17.39600
C 18.45900 8.48700 18.28500
N 19.46400 9.47700 18.51200
C 19.82500 9.84600 19.78400
C 20.55700 11.02500 19.69300
N 20.69700 11.28100 18.29800
C 20.03700 10.34600 17.60600
C 21.28100 12.42300 17.62500
H 16.76400 9.70200 17.91900
H 16.52800 8.21000 17.19600
H 17.77700 9.31700 16.38100
H 19.00400 7.49700 17.99800
H 18.14900 8.16100 19.23800
H 19.43000 9.34800 20.50400
H 21.17500 11.72000 20.40800
H 19.77200 10.23700 16.51800
H 22.02100 12.73700 18.37200
H 20.33600 13.07300 17.60900
H 21.92400 12.22700 16.69200
Cl 23.03700 15.32700 19.21000
C 25.66500 19.97200 22.11200
C 24.74500 18.93100 21.66100
C 24.00500 19.17400 20.47000
C 24.06300 20.47100 19.84300
C 24.70800 21.53900 20.44200
C 25.61500 21.23000 21.51900
O 26.37400 22.17300 22.07700
O 23.07100 18.25000 20.10600
H 26.17000 19.81000 22.82200
H 24.53800 17.90300 22.29500
H 23.34700 20.57800 19.17500
H 24.75600 22.58100 20.19900
H 25.77300 22.96200 22.29900
H 23.37400 17.33400 19.81200
C 17.55000 13.76400 22.63400
C 18.84700 13.23900 21.83100
C 19.73200 14.21300 21.42900
C 19.48600 15.61600 21.82000
C 18.33700 16.05600 22.51800
C 17.44300 15.15200 22.85100
O 16.28200 15.56200 23.57200
O 20.83300 13.89900 20.74100
H 17.01400 12.97800 22.77200
H 18.94200 12.17000 21.78200
H 20.27000 16.50300 21.51500
H 18.19800 17.12300 22.73300
H 15.91800 16.43100 23.42100
H 21.20400 14.51200 20.13500
C 24.23100 14.63300 23.49700
C 24.61200 13.74000 24.69500
C 23.63700 13.63700 25.72500
C 22.62400 14.56300 25.90200
C 22.30900 15.42500 24.78000
C 23.00300 15.40000 23.57300
O 22.54100 16.03700 22.47500
O 23.98100 12.69600 26.66200
H 24.72700 14.66200 22.60400
H 25.51500 13.11600 24.77000
H 21.95300 14.56500 26.94300
H 21.36800 16.08900 24.78400
H 22.91800 15.89500 21.59300
H 23.47300 12.29500 27.22600
C 19.13900 20.32200 19.92200
C 19.98400 19.03300 19.73300
C 19.55700 18.12600 18.79600
C 18.46700 18.52100 17.98100
C 17.74400 19.69900 18.06000
C 18.08900 20.59500 19.05200
O 17.30300 21.66400 19.33100
O 20.10900 16.91400 18.50900
H 19.28000 20.86500 20.91900
H 20.86700 18.79100 20.37200
H 18.37800 17.91900 17.10000
H 16.90200 19.88000 17.40100
H 16.47400 21.42300 19.16700
H 20.70400 16.88100 19.07600
C 26.60100 11.46000 17.86300
C 25.61000 12.40700 18.65600
C 24.79600 11.87800 19.72300
C 24.96800 10.52300 20.01400
C 25.86100 9.62200 19.24900
C 26.63300 10.16800 18.22800
O 27.37200 9.36600 17.47300
O 24.06700 12.65200 20.53400
H 27.20300 12.04000 17.03800
H 25.54400 13.38300 18.52800
H 24.47100 10.08100 20.91800
H 25.82200 8.61800 19.48200
H 27.30200 9.53600 16.56900
H 23.89500 13.55900 20.21200
C 24.04800 14.38900 15.36200
C 24.91700 13.83900 14.22300
C 24.31700 13.72000 12.98800
C 23.02800 14.19600 12.81200
C 22.31500 14.77200 13.83900
C 22.79100 14.86500 15.14700
O 22.04600 15.28000 16.23800
O 24.99000 13.21600 11.94200
H 24.64300 14.47500 16.32800
H 25.83600 13.77500 14.38500
H 22.42300 14.01500 11.94200
H 21.40300 15.13700 13.64600
H 22.46600 15.22800 17.06800
H 24.47500 12.61500 11.53900
*
```

Results
LUMO	-0.60	eV
HOMO energy	-0.2766	hartree
HOMO-LUMO gap	6.93	eV



#ii
8 unconnected molecules or ions with the total composition C42H47ClN2O12. Source: OMol25; level of theory: the ωB97M-V functional and the def2-TZVPD basis.

ORCA input file:
```
! RIJCOSX wB97M-V def2-TZVPD def2/J DEFGRID3
* xyz 0 1
C -0.33932 -0.35606 -3.03929
C -0.44552 -1.08017 -1.66475
N -0.72240 -0.29535 -0.51838
C -1.88956 0.26362 -0.20140
C -1.80675 1.13315 0.83615
N -0.53459 1.14883 1.22944
C 0.17341 0.35931 0.34324
C 0.00383 1.86180 2.38226
H -0.31632 -1.05761 -3.81719
H 0.60702 0.33637 -3.00589
H -1.08070 0.33951 -2.93240
H 0.56969 -1.59694 -1.61998
H -1.20968 -1.94198 -1.94102
H -2.81876 0.22371 -0.87486
H -2.50611 1.61272 1.43093
H 1.30194 0.12938 0.45912
H 0.99123 2.55834 2.00714
H 0.34585 1.07825 3.08949
H -0.60885 2.51405 2.79392
Cl -4.69895 0.44966 -2.68551
C -4.41765 -3.01623 2.21389
C -4.21310 -4.46426 1.73739
C -2.86992 -4.92111 1.49390
C -1.76100 -4.18188 1.78970
C -2.01886 -2.72741 2.22369
C -3.26849 -2.12846 2.28245
O -3.38153 -0.85532 2.71910
O -2.78460 -6.21381 1.09300
H -5.31912 -2.77577 2.45038
H -5.08415 -5.28770 1.54647
H -0.79311 -4.52322 1.80324
H -1.10370 -2.27335 2.45068
H -4.20004 -0.52926 2.50902
H -3.43288 -6.53696 0.52510
C -1.85759 4.65147 4.34329
C -1.41434 3.50950 5.43925
C -0.04089 3.36596 5.60399
C 0.93426 4.20144 4.86825
C 0.50931 5.13937 3.95253
C -0.80976 5.30955 3.60650
O -1.07565 6.18684 2.66155
O 0.35251 2.39590 6.46862
H -2.89738 4.93903 4.28793
H -2.21336 3.04757 6.09597
H 1.92097 4.13471 5.08640
H 1.35679 5.85438 3.62055
H -0.23557 6.33259 2.03986
H 1.27911 2.40910 6.78173
C 0.13638 4.02709 -5.42353
C -0.52654 2.78851 -5.71295
C -1.80376 2.64228 -5.07294
C -2.26228 3.51875 -4.11942
C -1.50053 4.71444 -3.85365
C -0.28195 4.92444 -4.53098
O 0.56097 6.08358 -4.23401
O -2.49681 1.46839 -5.29533
H 0.88510 4.20956 -6.12570
H -0.43785 2.04734 -6.50725
H -3.19302 3.31405 -3.56802
H -2.02968 5.30279 -3.06735
H 1.39377 6.16617 -4.75855
H -3.11656 1.14974 -4.75608
C 3.26648 3.05939 0.59363
C 2.19494 4.18549 0.44905
C 1.35953 4.13852 -0.68897
C 1.33612 2.95350 -1.48185
C 2.43564 2.03962 -1.42864
C 3.27915 2.05119 -0.44708
O 4.39404 1.17835 -0.32202
O 0.39724 5.02675 -0.72502
H 3.88183 3.02054 1.55197
H 2.36574 5.05698 1.05602
H 0.56547 3.08197 -2.07608
H 2.46849 1.29823 -2.23901
H 4.51131 0.71244 -1.24411
H -0.19672 4.65329 -1.27844
C 1.00111 -5.85218 -1.59818
C 1.48284 -4.50650 -1.90485
C 1.38735 -3.98342 -3.18770
C 0.63707 -4.77695 -4.13105
C 0.09465 -6.07277 -3.88439
C 0.32184 -6.62159 -2.53849
O -0.16346 -7.86652 -2.16021
O 1.69824 -2.71346 -3.43672
H 1.09574 -6.26019 -0.72291
H 2.11310 -4.04093 -1.18631
H 0.39147 -4.37278 -5.14445
H -0.58311 -6.46138 -4.64122
H -0.20053 -7.87711 -1.25533
H 2.45735 -2.62103 -3.03818
C 3.28732 -2.17494 1.19115
C 3.05750 -3.76379 1.21434
C 2.14244 -4.17666 2.11312
C 1.57870 -3.36316 3.09483
C 1.93703 -2.03516 3.16518
C 2.75742 -1.40629 2.23098
O 2.79761 -0.03640 2.16484
O 1.63441 -5.47674 2.16211
H 4.09891 -1.95018 0.43206
H 3.41993 -4.33142 0.39214
H 0.83701 -3.84194 3.85123
H 1.43216 -1.36025 3.93961
H 3.38395 0.42155 1.66286
H 2.13972 -6.01446 2.55640
*
```

Results
LUMO	-0.35	eV
HOMO energy	-0.2616	hartree
HOMO-LUMO gap	6.77	eV



Least stable = #ii